[1]
{"formula": "C18H41InN4O6P", "method": "ωB97M-V with the def2-TZVPD basis set", "homo_lumo_gap_ev": 5.7, "total_charge": 1, "symbols": ["O", "H", "In", "N", "N", "N", "N", "O", "O", "O", "O", "C", "C", "C", "C", "C", "H", "H", "H", "C", "H", "H", "H", "C", "C", "H", "H", "H", "H", "H", "H", "H", "H", "C", "H", "H", "H", "O", "H", "H", "C", "C", "C", "P", "C", "C", "C", "C", "C", "C", "H", "H", "H", "H", "H", "H", "H", "H", "H", "H", "H", "H", "H", "H", "H", "H", "H", "H", "H", "H", "H"], "positions_angstrom": [[-0.228, -0.966, -3.872], [0.170, -1.633, -4.471], [0.875, 0.233, 0.322], [1.832, -1.417, -0.853], [-0.478, -1.624, 0.254], [1.057, 2.462, 0.091], [-1.069, 1.277, 0.822], [2.975, -1.195, -1.362], [1.834, 2.963, -0.812], [-2.226, 0.655, 1.153], [-1.503, -1.761, 1.051], [-0.015, -2.748, -0.329], [1.205, -2.604, -1.035], [0.157, 3.255, 0.703], [-1.016, 2.576, 1.152], [1.830, -3.648, -1.881], [1.779, -3.387, -2.953], [1.332, -4.617, -1.754], [2.892, -3.768, -1.619], [-0.739, -4.024, -0.135], [-1.646, -4.071, -0.751], [-1.049, -4.137, 0.911], [-0.111, -4.876, -0.399], [0.386, 4.717, 0.831], [-2.086, 3.256, 1.934], [1.090, 5.040, 0.050], [0.825, 4.949, 1.821], [-0.561, 5.276, 0.736], [-2.949, 2.595, 2.086], [-2.413, 4.166, 1.418], [-1.693, 3.555, 2.918], [1.560, 1.577, -1.718], [-1.976, -0.373, 1.102], [-1.604, -0.703, -3.936], [-2.073, -1.475, -4.544], [-1.770, 0.291, -4.328], [-1.966, -0.750, -2.911], [0.912, 0.790, -1.776], [0.355, -0.476, -3.201], [0.144, 1.251, -2.186], [3.829, -2.114, 1.951], [2.444, -2.177, 2.600], [2.469, -3.048, 3.855], [1.638, -0.496, 2.769], [0.417, -0.468, 4.181], [0.905, -0.961, 5.553], [-0.210, 0.927, 4.320], [2.899, 0.808, 3.168], [3.767, 0.492, 4.389], [3.741, 1.184, 1.939], [4.544, -1.551, 2.564], [3.797, -1.700, 0.937], [4.209, -3.141, 1.863], [1.759, -2.657, 1.878], [3.001, -2.563, 4.685], [1.461, -3.326, 4.180], [3.006, -3.977, 3.622], [-0.360, -1.162, 3.813], [1.913, -0.606, 5.795], [0.231, -0.576, 6.330], [0.891, -2.052, 5.632], [-0.920, 0.912, 5.159], [-0.762, 1.220, 3.420], [0.546, 1.693, 4.543], [2.271, 1.681, 3.416], [4.117, -0.550, 4.416], [4.656, 1.138, 4.360], [3.243, 0.718, 5.326], [3.130, 1.521, 1.090], [4.382, 2.034, 2.215], [4.383, 0.358, 1.610]], "mulliken_charge": [-0.2128, 0.4497, 1.9152, 0.6708, 0.3738, 0.5857, 0.1417, -0.8438, -0.8165, -0.5752, -0.8658, -0.1685, 0.2783, -0.0542, 0.5496, -1.3091, 0.1561, 0.3910, 0.3036, -1.7138, 0.2824, 0.3369, 0.5021, -1.4767, -1.6892, 0.3766, 0.2401, 0.3866, 0.3587, 0.5284, 0.2923, 0.3027, 0.4631, -0.5388, 0.3511, 0.2877, 0.2559, -0.6684, 0.2947, 0.3406, -1.7190, 1.6727, -1.6535, 0.2465, 0.5396, -1.2798, -1.4136, 0.8403, -1.6002, -1.3925, 0.3213, 0.2612, 0.5232, -0.3336, 0.2779, 0.3666, 0.4987, 0.3867, 0.1221, 0.4078, 0.3219, 0.5240, 0.1737, 0.3225, 0.0675, 0.2057, 0.4785, 0.3679, 0.1928, 0.5973, 0.1927]}

***

[2]
{"formula": "C18H41N5O9Y", "method": "ωB97M-V with the def2-TZVPD basis set", "homo_lumo_gap_ev": 8.2, "total_charge": 1, "symbols": ["Y", "O", "C", "O", "O", "H", "C", "C", "O", "H", "H", "H", "H", "H", "C", "O", "N", "C", "C", "H", "H", "H", "H", "H", "H", "H", "C", "O", "N", "C", "C", "H", "H", "H", "H", "H", "H", "H", "C", "O", "N", "C", "C", "H", "H", "H", "H", "H", "H", "H", "C", "O", "N", "C", "C", "H", "H", "H", "H", "H", "H", "H", "C", "O", "N", "C", "C", "H", "H", "H", "H", "H", "H", "H"], "positions_angstrom": [[-0.012, 0.388, -0.708], [-3.374, 0.093, -3.272], [-2.294, 0.201, -2.478], [-1.394, -0.685, -2.480], [-2.126, 1.225, -1.751], [-3.757, 0.981, -3.248], [1.572, 0.822, 3.588], [2.179, 0.587, 2.211], [1.316, 0.746, 1.178], [0.823, 1.620, 3.637], [2.313, 0.998, 4.371], [1.011, -0.072, 3.899], [2.612, -0.441, 2.209], [3.103, 1.202, 2.129], [0.976, 3.803, -0.975], [0.510, 2.671, -0.913], [1.209, 4.567, 0.095], [1.052, 4.048, 1.433], [1.850, 5.862, -0.022], [1.216, 4.294, -1.925], [0.433, 3.156, 1.414], [0.583, 4.840, 2.028], [1.985, 3.806, 1.946], [1.319, 6.605, 0.575], [2.862, 5.789, 0.379], [1.835, 6.195, -1.056], [-2.012, 1.695, 1.900], [-1.573, 1.289, 0.835], [-3.307, 1.920, 2.127], [-3.798, 2.217, 3.474], [-4.323, 1.757, 1.090], [-1.405, 1.926, 2.789], [-4.051, 1.283, 3.984], [-4.669, 2.861, 3.416], [-3.015, 2.694, 4.063], [-5.106, 1.107, 1.483], [-4.735, 2.736, 0.843], [-3.881, 1.321, 0.198], [2.263, -2.416, -0.675], [1.508, -1.466, -0.815], [1.909, -3.696, -0.839], [2.742, -4.773, -0.334], [0.537, -4.046, -1.125], [3.326, -2.321, -0.415], [2.479, -4.989, 0.709], [3.786, -4.467, -0.320], [2.568, -5.676, -0.910], [0.503, -4.847, -1.865], [-0.005, -4.318, -0.216], [0.005, -3.222, -1.602], [2.188, 0.383, -3.506], [1.298, 0.489, -2.672], [2.115, -0.427, -4.560], [3.233, -0.562, -5.457], [1.062, -1.416, -4.689], [3.126, 0.950, -3.459], [3.866, 0.323, -5.451], [2.907, -0.686, -6.491], [3.828, -1.455, -5.236], [1.407, -2.408, -4.387], [0.185, -1.126, -4.114], [0.753, -1.469, -5.734], [-1.863, -2.273, 0.710], [-1.112, -1.387, 0.328], [-1.904, -2.719, 1.966], [-2.919, -3.662, 2.376], [-1.093, -2.115, 3.001], [-2.518, -2.822, 0.022], [-3.679, -3.129, 2.950], [-2.459, -4.378, 3.060], [-3.327, -4.196, 1.525], [-1.706, -1.700, 3.804], [-0.363, -2.824, 3.388], [-0.573, -1.260, 2.563]], "mulliken_charge": [2.3334, -0.5114, 0.7808, -0.5468, -0.5071, 0.3405, -0.8203, -0.5901, -0.5573, 0.0697, 0.3729, 0.1582, 0.1901, 0.3562, 0.0770, -0.9595, 0.1677, -0.5209, -0.8965, 0.3149, -0.2565, 0.4451, 0.2987, 0.3001, 0.3400, 0.3040, 0.4467, -0.3005, 0.1352, -0.9595, -0.8319, -0.1279, 0.3412, 0.3232, 0.3389, 0.3725, 0.3354, 0.1009, -0.0645, -0.3964, 0.1823, -0.8311, -0.8238, 0.3435, 0.3472, 0.2892, 0.2800, 0.4318, 0.3423, 0.0041, 0.0397, -0.7234, 0.1305, -0.8899, -0.7279, 0.3821, 0.3364, 0.2884, 0.3370, 0.2922, 0.0543, 0.3934, -0.0591, -0.3470, 0.2187, -0.9246, -0.7085, 0.4384, 0.3238, 0.3280, 0.3194, 0.3765, 0.3351, -0.1753]}

***

For each record above, in turn, the calculated energy relative to the best compared isomer or geometry (same formula, charge and spin) values are 0.0, 22.5 kJ/mol.
For each record above, in turn, the calculated F_max values are 0.0690, 0.0404 hartree/bohr.
For each record above, in turn, the calculated E values are -52025.056, -46254.222 eV.